A molecular structure, C25H26N3OSe2Sn, computed with ωB97M-V with the def2-TZVPD basis set.

The total charge is +1. The HOMO energy is -9.92 eV. For the energy above the lowest of the compared OMol25 structures with the same formula, charge and spin, the calculation gives 1.016 eV. The value obtained for the total energy is -6224.70333 hartree. The strongest force on any atom is 0.420 eV/A.

Geometry as XYZ:
```
58
Properties=species:S:1:pos:R:3:forces:R:3
Sn 1.0017 1.0744 -1.3986 0.15 -0.06 0.05
Se -0.6284 3.5163 -2.2818 -0.06 0.03 0.13
Se 0.1917 4.9846 -0.6606 -0.03 0.00 -0.08
C 2.0496 4.5400 -0.7729 -0.01 -0.03 0.04
C 2.9740 5.5614 -0.5809 0.05 -0.08 -0.01
C 4.3193 5.2570 -0.6780 -0.02 -0.02 -0.02
C 4.6945 3.9594 -0.9986 0.01 -0.03 0.00
C 3.7016 3.0155 -1.1684 0.03 0.02 0.04
N 2.4014 3.2855 -1.0312 0.03 0.11 -0.01
C -1.5881 2.4003 -1.0524 -0.13 -0.23 -0.07
C -2.8297 2.7796 -0.7152 0.08 0.04 0.03
C -3.5269 2.0197 0.3068 0.01 -0.06 -0.09
C -2.9782 0.9069 0.7794 -0.02 0.07 0.07
C -1.6757 0.3415 0.2795 -0.01 -0.05 -0.08
N -0.9121 1.2837 -0.5797 -0.02 0.41 0.11
H 2.6411 6.5710 -0.3864 -0.02 0.01 0.00
H 5.0647 6.0278 -0.5372 0.01 0.01 0.00
H 5.7314 3.6855 -1.1256 0.02 0.00 0.01
H 3.9498 1.9936 -1.4356 0.02 -0.04 0.00
H -3.2644 3.6644 -1.1538 -0.02 -0.01 -0.02
H -4.4841 2.3645 0.6719 -0.01 0.03 0.02
H -3.4833 0.3182 1.5328 0.04 0.02 0.08
H -1.0661 0.1494 1.1700 -0.13 -0.05 -0.08
O 2.3511 0.8467 0.8567 0.12 0.13 -0.36
C 2.2460 0.4534 2.2330 -0.12 -0.09 0.16
C 2.2302 -1.0578 2.3716 0.07 0.07 -0.10
C 1.1012 -1.6832 1.5343 -0.10 -0.11 0.03
C 1.5215 -2.2885 0.2191 -0.05 -0.05 0.00
C 1.8874 -3.6284 0.1654 0.00 0.01 -0.02
C 2.1999 -4.2079 -1.0515 0.01 -0.01 -0.01
C 2.1414 -3.4322 -2.1969 0.02 0.07 0.02
C 1.7908 -2.1019 -2.0597 0.13 -0.01 -0.09
N 1.4915 -1.5365 -0.8915 -0.18 0.04 0.30
H 3.1853 0.5053 0.5085 -0.02 0.00 0.07
H 1.3074 0.8889 2.5780 0.01 -0.05 0.01
H 3.0558 0.9039 2.8113 0.01 0.00 -0.07
H 2.1152 -1.3059 3.4275 -0.05 0.02 0.01
H 3.1982 -1.4714 2.0690 0.01 0.04 0.02
H 0.3430 -0.9240 1.3463 0.08 -0.07 -0.02
H 0.6053 -2.4696 2.1062 0.06 0.01 0.03
H 1.9012 -4.2142 1.0742 0.00 -0.01 0.02
H 2.4738 -5.2524 -1.1059 0.00 -0.03 0.00
H 2.3643 -3.8390 -3.1711 0.01 -0.02 -0.04
H 1.7579 -1.4496 -2.9279 -0.03 -0.01 -0.01
C -1.8956 -1.0060 -0.4707 -0.03 -0.03 -0.11
C -3.1148 -1.7919 -0.0700 0.01 -0.03 0.01
C -3.0083 -2.8243 0.8535 0.01 0.02 0.07
C -4.1263 -3.5427 1.2527 -0.01 -0.01 0.02
C -5.3689 -3.2372 0.7220 -0.02 0.00 0.00
C -5.4858 -2.2159 -0.2114 -0.01 -0.03 0.02
C -4.3673 -1.4998 -0.6030 0.03 0.00 -0.03
H -1.0286 -1.6429 -0.3137 0.17 0.00 -0.09
H -1.9348 -0.7810 -1.5414 -0.08 0.06 0.07
H -2.0364 -3.0720 1.2670 0.02 -0.01 0.00
H -4.0256 -4.3428 1.9735 0.00 -0.02 0.01
H -6.2425 -3.7955 1.0281 -0.02 -0.02 0.00
H -6.4517 -1.9806 -0.6364 -0.03 0.01 -0.01
H -4.4655 -0.7035 -1.3301 0.00 0.02 -0.03
```
Forces are in eV/Å.

Results of the Löwdin charge analysis, in e, for atoms 1 through 2: Sn 1.305; Se 0.667

A single C25H26N4O4S molecule, computed with ωB97M-V with the def2-TZVPD basis set.

The total charge is 0. The HOMO energy is -8.80 eV. Its SMILES is Cc1c(/C(O)=C2/C(=O)C(=O)N(CCN3CCOCC3)[C@@H]2c2cccs2)cnn1-c1ccccc1. For the energy above the lowest of the compared OMol25 structures with the same formula, charge and spin, the calculation gives 2.736 eV. The value obtained for the total energy is -1886.42794 hartree. The strongest force on any atom is 0.953 eV/A.

Geometry as XYZ:
```
60
Properties=species:S:1:pos:R:3:forces:R:3
C -4.0939 -1.8720 1.2978 -0.09 -0.09 0.09
C -3.4351 -1.2705 0.1142 0.34 -0.30 -0.14
N -3.8714 -0.1655 -0.5316 0.48 -0.64 0.23
N -3.1155 0.1219 -1.6011 0.23 0.60 -0.71
C -2.1547 -0.7650 -1.6272 -0.32 -0.23 0.34
C -2.2934 -1.6906 -0.5674 -0.58 0.06 0.07
C -1.4332 -2.8055 -0.2282 0.40 -0.01 -0.07
C -0.0698 -2.7743 -0.3763 -0.07 -0.26 0.03
C 0.7523 -3.8432 0.1137 -0.78 -0.10 -0.07
O 0.3547 -4.9080 0.5812 0.26 0.08 0.01
C 2.1925 -3.3795 -0.0100 0.59 -0.02 -0.04
O 3.2050 -3.9738 0.2815 -0.05 -0.17 0.12
N 2.1374 -2.1290 -0.5334 -0.21 -0.18 -0.02
C 3.3122 -1.3378 -0.7911 0.28 -0.02 0.20
H 3.1063 -0.6658 -1.6276 0.01 -0.02 0.03
C 3.7237 -0.4909 0.4274 -0.13 0.05 -0.15
N 4.2958 0.7699 -0.0029 0.07 0.03 0.10
C 5.6638 0.6264 -0.4751 0.05 0.35 -0.13
C 6.1500 1.9718 -1.0138 0.08 -0.36 -0.14
O 6.0807 2.9772 -0.0307 0.17 0.04 0.07
C 4.7640 3.1061 0.4484 -0.31 -0.09 0.30
C 4.2485 1.7902 1.0310 0.10 0.30 -0.15
H 3.2127 1.9184 1.3542 0.01 -0.01 0.03
H 4.8646 1.5146 1.9046 -0.04 0.02 0.00
H 4.7901 3.8837 1.2136 -0.07 -0.03 -0.05
H 4.0979 3.4181 -0.3705 0.02 0.00 0.08
H 7.1964 1.9112 -1.3173 -0.08 -0.03 -0.05
H 5.5324 2.2558 -1.8796 0.07 -0.04 0.03
H 5.6902 -0.1154 -1.2741 0.08 -0.03 -0.03
H 6.3344 0.2966 0.3379 -0.02 -0.04 -0.05
H 4.4065 -1.0668 1.0711 -0.03 0.02 0.01
H 2.8301 -0.2649 1.0120 0.05 -0.04 -0.02
H 4.1124 -2.0301 -1.0634 -0.07 0.07 -0.08
C 0.8016 -1.6380 -0.8339 -0.25 0.15 -0.12
C 0.4965 -0.3422 -0.1470 -0.03 0.21 0.27
C 0.5882 0.9161 -0.6556 0.05 -0.41 0.06
C 0.2489 1.9171 0.2815 -0.05 0.19 0.20
C -0.0945 1.4032 1.4880 0.04 -0.31 0.12
S -0.0121 -0.3150 1.5110 0.14 0.31 -0.42
H -0.3938 1.9241 2.3757 -0.06 0.18 0.16
H 0.2587 2.9688 0.0606 -0.03 0.21 -0.01
H 0.8847 1.1274 -1.6668 0.07 -0.02 -0.26
H 0.7302 -1.4720 -1.9206 0.03 0.03 0.14
O -2.0207 -3.8744 0.2923 0.04 -0.02 0.06
H -1.3122 -4.5392 0.5237 0.04 0.16 -0.08
H -1.4293 -0.7502 -2.4135 0.19 0.05 -0.20
C -4.9771 0.6538 -0.2439 -0.60 0.47 0.07
C -5.7404 1.1295 -1.3046 0.08 -0.12 0.04
C -6.8288 1.9436 -1.0560 0.02 0.00 0.03
C -7.1596 2.2868 0.2451 -0.04 0.05 0.05
C -6.3849 1.8297 1.2975 -0.08 0.01 0.00
C -5.2885 1.0192 1.0602 0.15 -0.08 -0.15
H -4.6681 0.6955 1.8803 0.08 -0.05 0.07
H -6.6284 2.1113 2.3109 -0.01 0.02 0.08
H -8.0138 2.9177 0.4380 -0.07 0.06 0.02
H -7.4229 2.3091 -1.8798 -0.04 0.02 -0.08
H -5.4620 0.8561 -2.3100 0.01 -0.02 -0.08
H -3.9418 -2.9477 1.2820 -0.04 0.04 0.03
H -3.6576 -1.4868 2.2203 -0.04 0.02 0.08
H -5.1604 -1.6566 1.2972 -0.03 -0.01 0.06
```
Forces are in eV/Å.

Results of the Löwdin charge analysis, in e, for atoms 1 through 2: C 0.004; C -0.174

A molecular structure, C25H26N9SV, computed with ωB97M-V with the def2-TZVPD basis set.

The total charge is +1. The HOMO energy (spin up / spin down) is -9.71 / -9.89 eV. The spin multiplicity is 4. The expectation value of S² is 3.76. The value obtained for the total energy is -2803.17051 hartree. The strongest force on any atom is 0.612 eV/A.

Geometry as XYZ:
```
62
Properties=species:S:1:pos:R:3:forces:R:3
V -0.2682 -0.0739 0.2819 -0.19 0.53 -0.25
N -0.1684 -4.2572 1.3744 -0.06 -0.01 -0.08
C 0.2650 -3.0310 1.6744 0.06 0.05 0.01
N -0.3266 -2.1655 0.8786 -0.17 -0.03 -0.03
C -1.1105 -2.9471 0.0815 -0.11 0.07 -0.20
N -1.0497 -4.2256 0.3543 0.07 -0.03 0.05
C -1.8539 -2.3219 -1.0230 0.19 -0.06 0.24
C -2.8125 -2.9699 -1.7849 -0.08 -0.10 -0.08
N -3.4434 -2.3566 -2.7783 0.04 -0.02 0.05
C -3.1079 -1.0923 -3.0118 -0.06 -0.02 -0.04
C -2.1547 -0.4307 -2.2553 0.09 0.05 0.01
N -1.5234 -1.0446 -1.2554 -0.01 -0.02 -0.12
H 0.0973 -5.1375 1.7855 -0.01 0.00 0.00
H 0.9954 -2.8082 2.4339 0.00 0.00 0.01
H -3.0655 -4.0028 -1.5815 -0.01 0.00 0.00
H -3.6132 -0.5872 -3.8252 0.01 0.00 0.00
H -1.8778 0.5980 -2.4485 -0.01 0.00 -0.01
C 2.4216 3.7049 3.7897 -0.01 0.00 0.02
C 1.2746 3.5394 2.7917 0.00 -0.01 0.00
C 0.0559 2.8579 3.3768 0.07 0.12 -0.05
C -0.7340 3.5924 4.2624 -0.09 0.01 0.06
C -1.9023 3.0794 4.7943 0.06 -0.04 -0.06
C -2.3192 1.8122 4.4058 0.02 0.08 -0.01
C -1.5690 1.0531 3.5207 -0.05 -0.14 0.05
C -2.0835 -0.3145 3.1235 0.10 0.05 0.04
C -1.4746 -1.4344 3.9637 0.05 0.02 -0.02
C -0.3471 1.5603 3.0393 0.02 -0.21 -0.05
N 0.3938 0.7726 2.1197 0.09 -0.11 0.10
C 1.6780 0.5873 2.2685 -0.05 -0.03 -0.08
C 2.4293 -0.0184 1.2364 -0.10 0.09 0.09
C 3.8005 -0.3000 1.1300 -0.06 -0.02 0.04
C 3.9897 -0.8170 -0.1428 -0.08 -0.02 -0.11
C 2.7260 -0.8254 -0.7626 0.07 -0.03 0.06
N 1.7829 -0.3457 0.0521 0.15 -0.12 0.20
H 3.2607 4.2272 3.3308 0.00 0.00 0.00
H 2.7829 2.7434 4.1563 0.00 -0.01 -0.01
H 2.0998 4.2804 4.6586 0.01 0.00 0.00
H 1.6205 3.0173 1.8990 -0.01 0.00 0.02
H 0.9675 4.5356 2.4600 0.00 0.01 -0.01
H -0.4175 4.5950 4.5278 0.00 0.00 0.00
H -2.4918 3.6627 5.4885 -0.01 0.01 0.01
H -3.2458 1.4035 4.7934 -0.01 0.00 0.01
H -1.9019 -0.4997 2.0547 -0.02 -0.03 0.30
H -3.1692 -0.3273 3.2516 0.00 -0.01 0.05
H -0.3864 -1.4166 3.8891 0.01 0.00 0.01
H -1.8343 -2.4138 3.6423 0.00 0.00 0.01
H -1.7325 -1.3056 5.0151 -0.01 0.00 -0.01
H 2.1808 0.9049 3.1802 0.02 0.03 0.00
H 4.5480 -0.1311 1.8890 0.01 0.01 0.01
H 4.9173 -1.1373 -0.5870 0.01 -0.01 -0.01
H 2.4819 -1.1597 -1.7608 0.00 0.00 0.00
S -0.0384 2.2583 -0.7565 -0.08 0.10 -0.16
C -1.4937 2.5867 -0.0130 0.14 -0.11 0.20
N -1.9673 3.8611 0.1366 0.12 0.03 -0.13
C -3.1160 4.1536 0.7753 -0.11 0.05 0.05
C -3.8631 3.1446 1.2930 0.01 0.02 -0.02
C -3.3490 1.8471 1.1360 -0.08 -0.10 0.04
N -2.2216 1.5685 0.5244 0.08 -0.04 -0.22
H -1.3911 4.6005 -0.2447 -0.01 -0.01 0.01
H -3.3826 5.1993 0.8382 0.01 -0.01 0.00
H -4.7875 3.3325 1.8136 0.00 -0.01 0.00
H -3.8930 1.0010 1.5394 0.01 0.00 0.01
```
Forces are in eV/Å.

Results of the Löwdin charge analysis, in e, for atoms 1 through 2: V 0.613; N 0.060

What is the formula in the third record? C25H26N9SV

Number 3 is which compound? C25H26N9SV